Entry 1:
This record from the Open Molecules 2025 dataset describes a molecular structure, C8H10AsBF4OPtS5. The level of theory is ωB97M-V/def2-TZVPD.

ORCA input file:
```
! wB97M-V def2-TZVPD RIJCOSX def2/J DEFGRID3
* xyz -2 1
Pt 0.775 2.392 -0.670
S 2.591 4.319 3.188
As 1.646 2.564 2.551
S -0.189 2.960 1.250
S 2.440 1.720 0.623
S 1.324 1.082 4.007
F -0.154 3.096 -2.587
B -1.235 3.143 -3.573
F -2.138 4.122 -3.173
F -1.852 1.887 -3.611
F -0.665 3.457 -4.802
C 1.010 -2.619 3.306
C 0.505 -2.094 1.992
C 1.190 -2.345 0.809
C 0.804 -1.745 -0.381
C -0.295 -0.908 -0.391
C -0.998 -0.649 0.776
C -0.598 -1.245 1.958
S -0.669 0.040 -1.868
C -1.840 -1.139 -2.593
O 0.538 -0.046 -2.738
H 1.730 -3.426 3.162
H 0.193 -2.989 3.930
H 1.502 -1.803 3.843
H 2.076 -2.971 0.832
H 1.379 -1.860 -1.292
H -1.795 0.086 0.775
H -1.096 -0.986 2.885
H -1.329 -2.087 -2.759
H -2.163 -0.695 -3.534
H -2.687 -1.263 -1.917
*
```

Properties
Maximum force (eV Å⁻¹): 0.4
Frontier orbital gap (eV): 6.3
Relative energy (zero: lowest compared OMol25 entry of this formula, charge and spin) (eV): 0.748
E_tot (eV): -140323.41397

=====

Entry 2:
This record from the Open Molecules 2025 dataset describes a molecular structure, C16H47N3O5Si2 at a distorted geometry. The level of theory is ωB97M-V/def2-TZVPD.

ORCA input file:
```
! wB97M-V def2-TZVPD RIJCOSX def2/J DEFGRID3
* xyz 0 1
C 1.766 -0.787 1.900
C 0.155 -0.534 2.095
C -0.810 -1.428 1.117
C -0.422 -3.018 1.020
O -0.729 -3.501 -0.336
Si 0.612 -3.280 -1.449
O 0.063 -2.255 -2.775
Si 0.729 -0.632 -2.666
H 2.432 0.179 2.060
H 2.088 -1.538 2.771
H 2.019 -1.341 0.873
H -0.036 0.608 1.806
H -0.141 -0.600 3.250
H -0.933 -0.913 0.047
H -1.902 -1.379 1.596
H 0.655 -3.293 1.383
H -1.170 -3.594 1.751
H 1.866 -2.867 -0.836
H 0.874 -4.615 -2.045
H 0.782 -0.203 -1.268
H 2.118 -0.525 -3.178
H -0.115 0.311 -3.409
C -2.719 0.213 8.374
C -2.804 0.290 6.852
C -2.120 -0.896 6.134
O -0.692 -0.821 6.102
C -0.055 -1.269 7.290
N -2.255 1.579 6.407
H -1.729 0.484 8.755
H -3.433 0.907 8.832
H -2.958 -0.794 8.732
H -3.869 0.262 6.589
H -2.438 -0.883 5.085
H -2.449 -1.860 6.543
H -0.590 -2.100 7.759
H 0.056 -0.439 7.989
H 0.950 -1.611 7.025
H -2.404 1.667 5.401
H -1.237 1.521 6.495
C 0.457 6.113 1.062
C -0.662 5.205 0.560
C -0.481 3.722 0.961
O 0.496 3.019 0.189
C 1.835 3.220 0.617
N -0.785 5.359 -0.897
H 1.377 6.011 0.478
H 0.155 7.164 0.994
H 0.694 5.903 2.110
H -1.593 5.557 1.022
H -1.430 3.206 0.773
H -0.279 3.616 2.034
H 1.912 3.332 1.702
H 2.263 4.087 0.110
H 2.420 2.345 0.318
H -1.596 4.826 -1.213
H 0.007 4.867 -1.321
C 2.086 -3.241 -8.523
C 1.063 -3.306 -7.391
C -0.223 -2.498 -7.676
O -0.076 -1.083 -7.521
C 0.494 -0.428 -8.645
N 1.705 -2.876 -6.141
H 2.626 -2.289 -8.549
H 2.840 -4.028 -8.401
H 1.607 -3.389 -9.496
H 0.771 -4.358 -7.283
H -0.977 -2.796 -6.938
H -0.643 -2.739 -8.660
H 0.194 -0.888 -9.590
H 1.581 -0.411 -8.554
H 0.149 0.610 -8.641
H 1.048 -3.015 -5.373
H 1.810 -1.859 -6.188
*
```

Properties
Maximum force (eV Å⁻¹): 3.6
Frontier orbital gap (eV): 9.7
Relative energy (zero: lowest compared OMol25 entry of this formula, charge and spin) (eV): 1.240
E_tot (eV): -47815.45390

=====

Among the records above, which one has the lowest maximum force? C8H10AsBF4OPtS5

=====

Which of these has the highest relative energy (zero: lowest compared OMol25 entry of this formula, charge and spin)? C16H47N3O5Si2

=====

Among the records above, which one has the highest frontier orbital gap? C16H47N3O5Si2